1.
A structure of composition C48H55N3P3PdSi, computed with ωB97M-V/def2-TZVPD.

Each line ends with the Löwdin spin population.
Positions of all 111 atoms, in Å:
Pd: -0.16959 0.30232 -0.58318  0.77
C: -2.18685 -2.54771 -1.38806  0.03
P: -1.59277 -1.51088 -0.02557  0.16
C: -3.18427 -0.77051 0.55063  0.01
N: -4.12585 -1.56394 0.98836  0.00
C: -5.25705 -0.99120 1.46998  0.00
C: -6.30007 -1.81710 1.96136  0.00
C: -7.41819 -1.24435 2.48226  0.00
C: -7.55255 0.17079 2.53916  0.00
C: -6.57142 0.98485 2.06418  0.00
C: -5.39865 0.41213 1.50848  0.00
N: -4.43292 1.21738 0.99838  0.00
C: -3.36090 0.64533 0.51670  0.01
P: -2.07347 1.68921 -0.28234  0.14
C: -1.95859 3.10251 0.84401  0.04
C: -2.85552 2.34618 -1.82034  0.02
C: -3.23106 1.14706 -2.69135  0.01
C: -1.77758 3.18280 -2.51744  0.01
C: -4.08568 3.21190 -1.54869  0.00
C: -1.02427 -2.70387 1.25968  0.03
C: -0.91741 -1.96526 2.59155  0.00
C: 0.37686 -3.15366 0.81197  0.01
C: -1.93059 -3.92752 1.39773  0.01
H: -3.02723 -3.14553 -1.03482  0.01
H: -1.39379 -3.19422 -1.75986  0.00
H: -2.51238 -1.91323 -2.21385  0.00
H: -6.17102 -2.88989 1.91440  0.00
H: -8.21606 -1.86772 2.86275  0.00
H: -8.45159 0.59771 2.96278  0.00
H: -6.65540 2.06276 2.09028  0.00
H: -2.93252 3.58399 0.92577  0.01
H: -1.21464 3.81056 0.47666  0.00
H: -1.65811 2.74827 1.82697  0.00
H: -2.39654 0.44862 -2.79675  0.01
H: -3.50893 1.49798 -3.68843  0.00
H: -4.08395 0.60092 -2.28112  0.00
H: -0.86756 2.60964 -2.69882  0.01
H: -1.52018 4.07040 -1.93582  0.00
H: -2.15361 3.52000 -3.48708  0.00
H: -4.82467 2.70956 -0.92306  0.00
H: -4.55592 3.45238 -2.50548  0.00
H: -3.81981 4.15758 -1.07545  0.00
H: -0.17111 -1.17677 2.54126  0.00
H: -0.61809 -2.67295 3.36832  0.00
H: -1.87006 -1.52455 2.89444  0.00
H: 1.02980 -2.30546 0.59348  0.00
H: 0.33800 -3.79824 -0.06870  0.00
H: 0.83839 -3.72433 1.62181  0.00
H: -2.95066 -3.66186 1.67388  0.00
H: -1.51285 -4.56383 2.18187  0.00
H: -1.96288 -4.51870 0.48250  0.00
N: 0.26706 1.45390 2.59418  0.02
C: 1.40269 0.73614 3.04071  0.01
C: 1.54955 0.41693 4.38729  0.00
C: 2.62388 -0.33773 4.82895  0.00
C: 3.59158 -0.75650 3.92537  0.00
C: 3.45368 -0.43127 2.58572  0.01
C: 2.35350 0.29021 2.11785  0.01
P: 2.11259 0.60206 0.33486  0.07
C: 3.65384 0.03859 -0.42962  0.00
C: 3.82468 -1.33128 -0.63382  0.00
C: 4.99174 -1.81676 -1.20011  0.00
C: 5.99400 -0.93193 -1.57986  0.00
C: 5.83192 0.43101 -1.37873  0.00
C: 4.66737 0.91712 -0.79798  0.00
C: 2.19223 2.42759 0.20521  0.02
C: 2.69202 3.23216 1.22785  0.01
C: 2.70171 4.61482 1.09460  0.00
C: 2.22995 5.20797 -0.06851  0.00
C: 1.75280 4.41426 -1.10356  0.00
C: 1.73183 3.03366 -0.96619  0.02
H: 0.49976 2.30980 2.10508  0.00
H: -0.36304 1.66049 3.35835  0.00
H: 0.80718 0.76892 5.09453  0.00
H: 2.71492 -0.58153 5.87906  0.00
H: 4.44882 -1.32570 4.25670  0.00
H: 4.21574 -0.75680 1.88955  0.00
H: 3.03770 -2.02128 -0.35252  0.00
H: 5.11477 -2.88013 -1.35610  0.00
H: 6.90297 -1.30777 -2.03061  0.00
H: 6.61343 1.11953 -1.67137  0.00
H: 4.55001 1.98280 -0.64667  0.00
H: 3.08850 2.78023 2.13028  0.00
H: 3.08931 5.22750 1.89791  0.00
H: 2.24776 6.28498 -0.17104  0.00
H: 1.40037 4.86451 -2.02279  0.00
H: 1.36744 2.42880 -1.79035  0.01
C: 2.45916 2.96405 -5.49312  0.02
C: 3.27369 2.19526 -4.67405  0.00
C: 2.71776 1.19482 -3.88880  0.02
C: 1.34150 0.93914 -3.90138  0.05
C: 0.54053 1.72759 -4.73544  0.02
C: 1.09088 2.72575 -5.52597  0.00
Si: 0.69196 -0.43902 -2.81746  0.27
C: -0.30851 -1.65908 -3.82006  0.04
C: 0.09366 -2.99915 -3.78023  0.02
C: -0.58093 -3.97959 -4.49729  0.00
C: -1.67699 -3.63785 -5.27474  0.02
C: -2.09128 -2.31296 -5.33525  0.00
C: -1.41710 -1.34072 -4.61267  0.02
H: 2.89018 3.73922 -6.11325  0.00
H: 4.34219 2.36784 -4.65483  0.00
H: 3.36940 0.59462 -3.26329  0.00
H: -0.53030 1.56399 -4.78075  0.00
H: 0.45555 3.31424 -6.17566  0.00
H: 1.89362 -1.22040 -2.47890  0.03
H: 0.95350 -3.28353 -3.18261  0.00
H: -0.24590 -5.00803 -4.45436  0.00
H: -2.20196 -4.39802 -5.83808  0.00
H: -2.93986 -2.03942 -5.94901  0.00
H: -1.76945 -0.31887 -4.67772  0.00

Output
Multiplicity   3
Frontier orbital gap (alpha / beta)   5.95 / 6.83 eV
Maximum force   0.5 eV/A
Charge   +1

=====

2.
A structure of composition C32H46NO2PV in a non-equilibrium geometry, computed with ωB97M-V/def2-TZVPD.

Each line ends with the Löwdin spin population.
Positions of all 83 atoms, in Å:
V: -2.00891 0.18261 -0.30125  2.46
C: -5.02038 -1.05879 1.07818  0.01
C: -4.26081 -0.03960 0.28490  0.06
C: -4.18493 -0.10256 -1.11513  0.04
C: -3.59865 0.92464 -1.86614  0.05
C: -3.66479 0.93215 -3.36105  0.01
C: -3.01240 2.00301 -1.18292  0.02
C: -3.10486 2.12067 0.21289  0.06
C: -2.62165 3.35826 0.90290  0.01
C: -3.72197 1.08569 0.92924  0.02
H: -5.11270 -2.00434 0.55013  0.00
H: -6.03051 -0.68427 1.26064  0.00
H: -4.55975 -1.23504 2.05018  0.00
H: -4.71801 -0.89170 -1.63654  0.00
H: -4.32867 0.15312 -3.72994  0.00
H: -2.68020 0.80005 -3.81206  0.00
H: -4.04304 1.89448 -3.70436  0.00
H: -2.59310 2.82710 -1.75300  0.00
H: -1.62957 3.65021 0.54941  0.00
H: -2.58790 3.22942 1.98486  0.00
H: -3.30988 4.17819 0.67918  0.00
H: -3.87558 1.20062 1.99929  0.00
C: -2.43439 -2.84896 -3.22874  0.00
C: -1.95852 -3.26177 -1.83860  0.00
C: -3.15069 -3.71528 -1.00210  0.00
P: -1.03713 -1.90334 -0.97448  0.03
C: 0.42080 -1.45092 -2.06631  0.01
C: -0.01585 -0.35106 -3.04006  0.01
C: 1.11708 -2.59770 -2.79663  0.00
C: -0.24714 -2.70516 0.52251  0.01
C: -1.17993 -2.63493 1.73744  0.01
C: 0.23004 -4.13888 0.30896  0.00
H: -3.06655 -3.63309 -3.64175  0.00
H: -1.60728 -2.70845 -3.91789  0.00
H: -3.01859 -1.93057 -3.18409  0.00
H: -1.24726 -4.08953 -1.92623  0.00
H: -3.91992 -2.94741 -0.99306  0.00
H: -2.87411 -3.94160 0.02283  0.00
H: -3.58092 -4.61338 -1.43958  0.00
H: 1.13856 -1.01508 -1.35558  0.00
H: -0.72299 -0.73566 -3.77217  0.00
H: 0.84441 0.03339 -3.58637  0.00
H: -0.47991 0.48309 -2.49329  0.01
H: 0.42431 -3.22903 -3.34350  0.00
H: 1.68543 -3.21837 -2.11186  0.00
H: 1.82317 -2.19051 -3.51538  0.00
H: 0.62297 -2.05758 0.71522  0.00
H: -1.78246 -3.53466 1.81783  0.00
H: -1.85352 -1.77363 1.67581  0.01
H: -0.60133 -2.55604 2.65290  0.00
H: -0.60856 -4.82783 0.24744  0.00
H: 0.83866 -4.43366 1.15881  0.00
H: 0.83338 -4.24568 -0.58779  0.00
C: 7.43634 1.26906 0.03775  0.00
O: 6.03897 1.51479 0.08324  0.00
C: 5.57251 2.49643 0.88754  0.00
C: 6.33340 3.28353 1.74906  0.00
C: 5.72264 4.24324 2.53593  0.00
C: 4.35121 4.45234 2.47113  0.00
C: 3.57993 3.67897 1.63152  0.00
C: 4.17308 2.68213 0.85761  0.00
N: 3.42362 1.87028 0.00061  0.02
C: 2.22520 1.33944 0.20354  0.01
C: 1.55729 1.17085 1.43155  0.01
C: 2.20337 1.31251 2.68842  0.00
C: 1.54185 1.13301 3.86865  0.01
C: 0.17287 0.82373 3.86995  0.00
C: -0.47852 0.62240 2.68639  0.02
C: 0.17702 0.75470 1.43481  0.00
O: -0.51864 0.49447 0.37835  0.05
H: 7.98834 2.16017 -0.27182  0.00
H: 7.56836 0.48332 -0.70228  0.00
H: 7.80892 0.92159 1.00520  0.00
H: 7.40082 3.14927 1.81356  0.00
H: 6.32401 4.83525 3.20535  0.00
H: 3.88936 5.22030 3.06679  0.00
H: 2.51442 3.83408 1.57026  0.00
H: 3.91101 1.64880 -0.86319  0.00
H: 1.72792 0.96759 -0.68822  0.00
H: 3.25210 1.55058 2.71235  0.00
H: 2.06969 1.23633 4.80211  0.00
H: -0.35861 0.74028 4.80618  0.00
H: -1.53197 0.35996 2.66395  0.00

Output
Multiplicity   4
Frontier orbital gap (alpha / beta)   6.46 / 6.90 eV
Maximum force   6.5 eV/A
Charge   +2

=====

3.
The ion C6H15B2N4O2 with charge +1 in a non-equilibrium geometry, computed with ωB97M-V/def2-TZVPD.

Each line ends with the Löwdin charge.
Positions of all 29 atoms, in Å:
C: -1.31082 2.14390 -1.11285  -0.11
C: -2.34311 1.14597 -0.37366  -0.14
B: -1.55819 -0.03704 0.43229  -0.30
O: -2.03697 -1.40834 0.26416  0.07
C: -0.30237 0.20046 1.44699  0.01
N: -0.46309 0.53644 2.83661  0.15
C: 0.91341 0.69954 3.33871  0.02
N: 1.78846 0.45696 2.24854  0.12
N: 1.09187 0.15838 1.10997  0.08
B: 1.81624 -0.10026 -0.19500  -0.48
O: 2.83870 0.86852 -0.57247  0.11
N: 1.62111 -1.26322 -1.09554  -0.09
C: 1.12308 -2.48614 -0.38154  -0.07
C: 0.81732 -0.93143 -2.31747  -0.07
H: -0.71099 2.72809 -0.32528  0.09
H: -1.82427 2.83660 -1.87078  0.10
H: -0.57169 1.48874 -1.69489  0.05
H: -2.99794 1.78848 0.33675  0.13
H: -3.06606 0.67762 -1.12228  0.12
H: -2.32675 -1.65360 1.18380  0.13
H: -1.31255 0.67761 3.39913  0.18
H: 1.21484 0.99476 4.40188  0.16
H: 2.48516 1.50091 -1.23732  0.11
H: 0.71843 -3.21507 -1.18138  0.12
H: 2.05326 -3.00728 0.06548  0.11
H: 0.35005 -2.26887 0.42948  0.07
H: 0.92154 0.19918 -2.49563  0.09
H: -0.26267 -1.29929 -2.29411  0.11
H: 1.33402 -1.43162 -3.22359  0.12

Output
Frontier orbital gap   8.43 eV
Maximum force   6.4 eV/A
Charge   +1